No. 1
ORCA calculation (wB97M-V/def2-TZVPD) on the molecule C3H4P2 at a distorted geometry.

Largest force on an atom in Eh/bohr: 0.079
Energy relative to the best compared isomer or geometry (same formula, charge and spin) in kcal per mole: 59.4
Frontier orbital gap (alpha / beta) in eV: 7.20 / 7.20
HOMO level (alpha / beta) in eV: -8.6 / -8.6
Charge: 0
SMILES: [H]/P=C1\C\C1=P/[H]

Geometry as XYZ:
```
9
Properties=species:S:1:pos:R:3:forces:R:3
P 1.72168 1.29148 1.14773 0.709 0.459 0.618
P -1.02801 -2.02672 1.03557 0.224 0.534 0.353
C 0.55059 0.35523 0.47971 1.285 1.334 -1.683
C -0.28317 0.06138 -0.87080 1.497 1.731 1.790
C -0.15066 -0.78720 0.30236 -2.814 -2.794 0.825
H -1.10570 0.77525 -0.89189 0.040 -0.462 -0.946
H 0.53600 -0.08252 -1.56739 -0.812 0.207 -0.832
H -2.13674 -2.00969 0.12993 0.520 -0.271 -0.286
H 1.89601 2.42278 0.23477 -0.648 -0.738 0.161
```
Positions in Å, forces in eV/Å.

---

No. 2
ORCA calculation (wB97M-V/def2-TZVPD) on the molecule C19H22Cl2N6O3S.

Largest force on an atom in Eh/bohr: 0.012
Frontier orbital gap in eV: 9.24
HOMO level in eV: -8.7
Charge: 0
SMILES: O=C(CSc1nc(N2CCOCC2)nc(N2CCOCC2)n1)Nc1ccc(Cl)cc1Cl

Geometry as XYZ:
```
53
Properties=species:S:1:pos:R:3:forces:R:3
Cl -2.31112 -4.38005 -1.97308 -0.207 -0.092 -0.153
Cl -0.52456 -1.99142 2.48657 -0.042 -0.059 0.064
S 2.80393 0.28071 2.71232 0.265 -0.131 0.203
O 3.64814 -1.86611 -0.41383 0.158 -0.076 -0.168
O -3.33556 3.97909 2.33849 -0.142 0.087 0.071
O 0.91277 1.41586 -3.70141 0.144 0.216 0.050
N 1.60236 0.21701 0.36763 0.093 0.323 -0.137
N -1.80072 1.67689 1.89789 -0.175 0.119 0.068
N -0.68085 0.78050 0.10650 -0.223 0.174 -0.098
N 0.52150 -0.11068 -1.62991 -0.074 0.041 -0.125
N 2.16667 -2.31638 1.26480 -0.059 -0.331 0.547
N 0.40676 1.13470 2.17981 0.056 0.205 0.415
C -1.24746 -3.22949 0.21365 0.048 -0.077 -0.111
C -3.24165 3.42780 1.04526 -0.040 -0.331 -0.193
C 3.91477 -0.65853 1.61421 -0.221 0.534 0.089
C 1.46591 0.59875 1.62054 -0.012 0.075 -0.356
C -0.66569 1.20326 1.37106 0.462 -0.364 -0.191
C -0.45154 1.12417 -3.48604 -0.242 -0.076 0.021
C 1.36112 -3.52110 -0.69186 0.002 -0.039 0.025
C 1.76971 -0.37832 -2.30948 0.332 0.026 -0.166
C -0.98970 -3.82980 -1.00882 0.206 0.137 0.207
C 1.13195 -2.87915 0.52272 -0.167 -0.055 -0.155
C 3.21650 -1.64327 0.69151 0.333 -0.170 0.266
C -1.84970 2.26879 3.21454 -0.008 0.400 0.267
C 0.31058 -3.98871 -1.45851 -0.147 0.040 0.068
C 0.47870 0.32501 -0.36677 -0.110 -0.008 0.422
C -0.63074 -0.04031 -2.49110 -0.172 0.090 -0.238
C 1.71137 0.25676 -3.71230 0.001 -0.167 0.012
C -2.15187 3.76522 3.07554 0.164 -0.264 0.209
C -2.98201 1.91700 1.10471 -0.263 0.326 -0.230
C -0.18923 -2.76222 0.96985 0.113 -0.090 -0.195
H 0.50109 -4.47468 -2.40212 0.000 -0.052 -0.090
H -0.71097 -0.99462 -3.02267 -0.042 0.045 0.044
H 4.59457 -1.19071 2.28163 0.010 -0.007 -0.025
H 1.32190 -0.46248 -4.44759 0.060 0.045 0.004
H 2.37625 -3.62929 -1.03512 0.021 -0.022 -0.003
H -2.31531 4.22008 4.05336 0.088 -0.026 -0.035
H 1.93777 -1.45770 -2.38282 0.089 0.095 -0.015
H -0.94056 0.87548 -4.44089 0.011 0.037 0.115
H 1.88299 -1.98981 2.18504 0.158 0.017 -0.247
H 2.70561 0.57501 -4.02741 -0.048 -0.148 0.002
H -1.51684 0.10470 -1.87618 0.024 -0.092 -0.178
H -2.65195 1.78634 3.78398 0.061 0.038 0.021
H -4.19255 3.63870 0.55364 0.084 -0.030 -0.047
H 2.57603 0.05036 -1.71507 -0.055 -0.112 -0.133
H -0.89154 2.10480 3.70548 -0.177 0.038 0.038
H -3.83311 1.42044 1.58421 0.020 0.017 -0.078
H -0.88782 2.04502 -3.09327 -0.033 -0.094 -0.022
H -2.82292 1.50751 0.10848 -0.123 0.037 0.099
H -2.25928 -3.11608 0.56781 -0.080 0.017 0.037
H -1.30498 4.26207 2.57815 -0.039 -0.025 0.051
H 4.48714 0.03563 0.99938 -0.039 -0.212 -0.037
H -2.42585 3.91327 0.48749 -0.063 -0.031 0.012
```
Positions in Å, forces in eV/Å.